21
Properties=species:S:1:pos:R:3:forces:R:3 method="wB97M-V/def2-TZVPD" orbital_gap_ev=9.1 de_lowest_kcal_mol=74.1 homo_ev=-8.86 fmax_ev_per_a=4.5 multiplicity=1
C -1.134 -1.162 -1.907 -2.462 3.329 -1.729
C 0.187 -0.143 0.542 1.322 -1.784 -0.273
C -1.247 0.411 0.613 -0.540 -1.558 -0.607
C -2.012 1.507 -2.297 0.587 -2.054 -0.303
C 0.600 -1.377 -0.444 -0.679 1.982 0.338
C 1.931 -1.998 -0.131 0.419 0.693 -1.989
N -0.032 -1.681 -1.502 3.383 -2.226 1.943
O -2.266 -1.416 -1.624 -0.439 -0.486 0.092
O -0.792 2.799 -0.237 -0.494 -0.434 -2.047
O -3.290 2.020 -0.158 2.232 -0.572 0.170
S -0.714 0.370 -2.986 -1.090 0.452 1.146
S -1.951 1.632 -0.626 -0.766 1.408 -0.159
H 0.872 0.724 0.363 -0.202 -0.949 0.051
H 0.523 -0.675 1.521 -1.004 1.519 -1.072
H -1.991 -0.440 0.808 0.715 1.769 -0.377
H -1.247 1.211 1.309 -0.106 0.057 1.728
H -3.009 1.017 -2.403 0.576 0.644 -0.269
H 2.403 -2.230 -1.117 -0.284 0.059 0.781
H 1.961 -2.884 0.447 -0.550 -0.990 0.644
H 2.565 -1.291 0.371 0.276 0.474 0.261
H -0.546 3.324 -1.083 -0.894 -1.333 1.672